[1]
ORCA calculation (wB97M-V/def2-TZVPD) on one molecule with the formula CH2N2O3.

Output
ΔE to the lowest compared entry with this formula, charge and spin   106.0 kcal per mole
Lowest unoccupied orbital energy (spin up / spin down)   -0.14 / -0.14 eV
Charge   0

CARTESIAN COORDINATES (ANGSTROEM)
C -0.1874 -0.8133 -0.4510
N 0.4504 0.0880 -1.2195
N 0.3322 -0.0159 0.8917
O -0.8113 -1.8091 -0.4491
O 0.8950 1.1386 -0.4669
O -0.2508 0.5781 1.8998
H 0.8151 0.0847 -2.1278
H -1.2432 0.7489 1.9228



[2]
ORCA calculation (wB97M-V/def2-TZVPD) on a 15-piece molecular cluster, C60H159N21O24 overall.

Output
ΔE to the lowest compared entry with this formula, charge and spin   0.0 kcal per mole
Lowest unoccupied orbital energy   0.52 eV
Charge   0

CARTESIAN COORDINATES (ANGSTROEM)
C -3.8777 -0.6059 0.0518
O -3.0445 0.2504 -0.0387
N -3.5851 -1.9055 -0.2792
N -5.1397 -0.3722 0.4832
H -2.7392 -2.0727 -0.7694
H -4.3433 -2.5857 -0.4540
H -5.2126 0.5950 0.8206
H -5.4846 -1.0110 1.2055
C 0.5589 0.9984 4.4038
O 0.0591 0.1936 5.1823
N -0.1505 2.1208 3.9247
N 1.7430 0.7784 3.7743
H -1.0594 2.1106 4.2308
H 0.1008 2.5297 3.0077
H 2.2915 -0.0147 4.0293
H 2.1806 1.6041 3.4033
C 5.6299 2.7626 -1.4574
O 5.9027 2.9668 -2.6294
N 5.9942 3.5488 -0.3984
N 4.8431 1.6962 -1.1499
H 6.5618 4.3171 -0.6464
H 5.9752 3.1722 0.5898
H 4.3525 1.6776 -0.2891
H 4.7463 0.8859 -1.7402
C -1.2393 -1.4442 -2.7026
O -1.2916 -2.4027 -1.8783
N -1.8402 -0.2107 -2.5539
N -0.5280 -1.6882 -3.8611
H -2.1868 -0.0600 -1.6145
H -1.9000 0.5059 -3.2099
H -0.4305 -0.9869 -4.5689
H -0.2202 -2.6626 -4.0220
C 4.6573 0.6598 2.4094
O 4.6553 1.8510 2.0656
N 5.2992 0.3138 3.5364
N 3.9467 -0.3951 1.7601
H 5.2665 -0.5789 3.9544
H 5.7225 1.0406 4.0641
H 3.2375 -0.0016 1.1585
H 3.7345 -1.2648 2.2294
C -2.3996 -2.1187 5.5577
O -3.3580 -2.8996 5.5614
N -1.4118 -2.3427 4.7340
N -2.2158 -1.0486 6.3691
H -0.5469 -1.8449 4.9144
H -1.5001 -3.1599 4.1994
H -2.9435 -0.9619 7.0695
H -1.5819 -0.3245 6.0404
C 1.0798 -7.2448 6.7400
O 0.0846 -6.9871 5.7404
C -0.7376 -5.9444 6.1168
C -1.8776 -5.8199 5.1367
N -1.4395 -5.3684 3.8535
C -2.5617 -5.3251 2.9231
C -2.1630 -4.6746 1.6135
O -1.2893 -5.6265 1.0288
C -0.6996 -5.1479 -0.1309
H 1.6666 -6.3176 7.0865
H 1.8946 -7.8046 6.2364
H 0.6569 -7.6960 7.6331
H -0.1575 -5.0403 6.1665
H -1.1806 -6.0393 7.1567
H -2.4991 -5.0217 5.4790
H -2.5332 -6.6761 5.0214
H -0.7173 -5.9964 3.4679
H -3.2907 -4.7374 3.3443
H -2.8596 -6.3818 2.7607
H -1.6835 -3.6409 1.7786
H -3.0546 -4.6895 0.9973
H -0.3449 -5.9644 -0.7652
H 0.1751 -4.4905 0.0816
H -1.4096 -4.5453 -0.7187
C 3.1991 8.3564 0.4703
O 3.8558 8.1849 -0.7693
C 3.8668 6.8745 -1.3373
C 4.9229 6.7731 -2.4197
N 6.3313 6.7299 -1.9269
C 7.3011 6.1021 -2.9006
C 8.7436 5.9164 -2.4551
O 9.3347 7.1602 -2.2045
C 10.6688 7.1774 -1.7420
H 2.1071 8.3906 0.3432
H 3.4486 9.3894 0.7092
H 3.5154 7.7538 1.3014
H 2.9488 6.5945 -1.7424
H 4.1394 6.1160 -0.5273
H 4.7590 7.5188 -3.2409
H 4.7104 5.7865 -2.9033
H 6.6346 7.6703 -1.8096
H 7.3388 6.7953 -3.8180
H 6.9202 5.1094 -3.1701
H 9.1258 5.4514 -3.3349
H 8.8481 5.2693 -1.5587
H 11.3883 6.8560 -2.4932
H 10.8050 6.4934 -0.8451
H 11.0035 8.1791 -1.4521
C -1.7798 -2.0284 -7.4639
O -1.3811 -0.7262 -7.1360
C -2.5454 0.1064 -6.9142
C -2.0334 1.5285 -6.5151
N -1.1774 1.4827 -5.3476
C 0.2865 1.6642 -5.5441
C 0.9053 1.7740 -4.1505
O 2.3027 1.3646 -4.0425
C 3.2003 2.2353 -4.6482
H -2.3935 -2.0549 -8.3987
H -2.4462 -2.4585 -6.7368
H -0.8729 -2.6193 -7.5418
H -3.1120 -0.4336 -6.1631
H -3.1691 0.1269 -7.7911
H -2.9832 2.0318 -6.2489
H -1.5813 2.0393 -7.4063
H -1.5654 2.1904 -4.7367
H 0.3901 2.5293 -6.1736
H 0.7109 0.7663 -6.1150
H 0.3836 0.9790 -3.6536
H 0.7706 2.7366 -3.7010
H 3.0283 3.2612 -4.3288
H 3.1104 2.2935 -5.7435
H 4.2051 1.8767 -4.4161
C -6.9096 -1.6297 3.9815
O -6.2499 -2.0568 2.7793
C -5.6257 -3.3567 2.7396
C -6.2473 -4.4131 1.7528
N -6.2078 -3.8333 0.3513
C -7.5357 -3.4475 -0.2070
C -7.3116 -2.8176 -1.6480
O -8.5871 -2.3003 -2.0579
C -8.4924 -1.6842 -3.3914
H -7.0865 -0.5446 3.8448
H -6.3241 -1.8230 4.9150
H -7.8338 -2.1261 4.0830
H -5.5819 -3.7610 3.8214
H -4.6016 -3.2647 2.4305
H -7.2728 -4.6869 2.0106
H -5.5760 -5.2474 1.7922
H -5.8525 -4.5377 -0.2876
H -7.9503 -2.7104 0.4420
H -8.2475 -4.2114 -0.3422
H -6.7979 -3.5845 -2.2928
H -6.5488 -1.9961 -1.5348
H -9.4462 -1.1347 -3.4461
H -8.5234 -2.4503 -4.1498
H -7.6541 -1.0380 -3.4352
C 4.0631 -1.7126 5.7168
O 3.3921 -1.6306 4.4465
C 2.2850 -2.6006 4.4275
C 2.5991 -4.0318 4.7845
N 3.7080 -4.6137 3.9724
C 3.3945 -4.7002 2.4671
C 2.3097 -5.7331 2.2099
O 2.9654 -7.0166 2.6496
C 1.9926 -8.0112 2.3663
H 4.7252 -2.6113 5.7702
H 3.2877 -1.7056 6.5561
H 4.5525 -0.7527 5.8585
H 1.9057 -2.5752 3.3965
H 1.5196 -2.2051 5.0812
H 1.6869 -4.5576 4.6530
H 2.8390 -4.1518 5.8210
H 4.0319 -5.5132 4.2820
H 4.3084 -4.9005 1.9175
H 3.1242 -3.6901 2.1005
H 2.0344 -5.7895 1.1730
H 1.5216 -5.4709 2.8819
H 2.3187 -8.9245 2.9116
H 1.9037 -8.2354 1.2964
H 1.0378 -7.6803 2.7346
C 2.5675 4.1243 2.9202
O 1.9118 3.2617 2.0313
C 2.2680 3.5580 0.6653
C 1.5556 2.6294 -0.2722
N 1.7861 1.2642 0.1877
C 1.1873 0.2055 -0.6386
C 1.4441 -1.1874 -0.1381
O 1.0087 -1.3433 1.2318
C -0.4281 -1.3644 1.2516
H 3.6360 4.0159 2.7612
H 2.3256 3.9034 4.0112
H 2.3772 5.1978 2.7035
H 3.3885 3.4455 0.5835
H 1.8486 4.5698 0.4030
H 1.8954 2.7378 -1.3191
H 0.5239 2.9257 -0.3754
H 1.5120 1.2289 1.1736
H 1.6018 0.3331 -1.6227
H 0.1439 0.4592 -0.6365
H 2.5490 -1.3928 -0.0237
H 0.9682 -1.9101 -0.8151
H -0.8154 -0.3941 0.9211
H -0.7468 -1.6500 2.2655
H -0.8175 -2.1877 0.6351
C -0.5215 -5.6796 -4.9145
O 0.2108 -4.6986 -4.2091
C 1.1019 -5.3630 -3.3365
C 1.8745 -4.2666 -2.5986
N 2.6895 -3.4526 -3.4702
C 3.3161 -2.3372 -2.8484
C 4.4829 -1.8672 -3.6904
O 5.0988 -0.8531 -2.9504
C 6.1760 -0.3575 -3.6800
H -0.9572 -6.3787 -4.1536
H 0.0088 -6.2835 -5.6239
H -1.3547 -5.1052 -5.3320
H 1.8036 -6.0059 -3.8352
H 0.6168 -5.8832 -2.5695
H 2.4731 -4.6947 -1.7961
H 1.1565 -3.6058 -2.1450
H 2.1483 -3.2057 -4.3219
H 3.6733 -2.6611 -1.8512
H 2.5973 -1.5032 -2.7405
H 4.1531 -1.4739 -4.6666
H 5.1869 -2.6713 -3.8411
H 5.8198 -0.0551 -4.6618
H 6.8959 -1.1504 -3.8173
H 6.5583 0.4636 -3.1311
C -3.6607 1.8668 4.4795
O -3.0584 2.6530 3.5487
C -3.2632 2.2279 2.2279
C -2.5059 3.1686 1.3027
N -3.2686 4.3944 1.0915
C -3.2037 5.4096 2.1902
C -1.8649 5.7810 2.7115
O -1.0083 6.1211 1.6585
C 0.1748 6.6443 2.1062
H -3.5869 0.7582 4.2673
H -4.7242 2.1146 4.6011
H -3.2049 2.0242 5.4308
H -4.3072 2.2959 1.9073
H -2.9259 1.1956 2.1152
H -2.3330 2.5560 0.4490
H -1.4872 3.3648 1.6594
H -2.9936 4.7175 0.1519
H -3.9436 5.1697 2.9563
H -3.5530 6.3981 1.8037
H -1.4863 4.9123 3.1781
H -2.0409 6.5392 3.5352
H 0.8332 6.7877 1.2354
H 0.6552 6.0163 2.8650
H 0.0055 7.5821 2.5949
C -0.9403 5.8951 -2.2118
O -2.0137 5.0175 -2.5271
C -1.7659 3.6478 -2.2284
C -3.1239 2.9811 -2.4223
N -3.4273 2.9466 -3.8749
C -4.8386 2.6442 -4.1330
C -5.1106 1.2486 -3.5902
O -6.5280 0.9061 -3.7604
C -7.2111 1.0742 -2.4930
H -1.3508 6.8745 -2.1765
H -0.1884 5.7843 -3.0032
H -0.4551 5.6028 -1.3041
H -1.4721 3.4992 -1.1762
H -0.9431 3.1637 -2.7458
H -3.8627 3.4371 -1.7828
H -2.9922 2.0056 -1.9971
H -3.2307 3.8950 -4.2825
H -4.9552 2.6048 -5.2144
H -5.5474 3.3313 -3.7554
H -4.9552 1.2520 -2.5292
H -4.4521 0.5617 -4.1302
H -8.2772 0.8085 -2.6482
H -7.2632 2.1430 -2.1376
H -6.7425 0.3564 -1.7603



[3]
ORCA calculation (wB97M-V/def2-TZVPD) on a 3-piece molecular cluster, C5H7NO overall.

Output
ΔE to the lowest compared entry with this formula, charge and spin   128.3 kcal per mole
Lowest unoccupied orbital energy   0.94 eV
Charge   0

CARTESIAN COORDINATES (ANGSTROEM)
N -0.3539 3.0180 0.0547
C 0.0159 1.9536 0.3721
O -0.9204 0.5037 -1.6484
C -1.3079 -0.5652 -1.2457
C 0.1877 -1.4588 0.7801
C 1.4578 -0.9059 0.2044
C 0.6804 -0.4295 1.3875
H -0.7296 3.8084 -0.4190
H -0.8892 -1.5158 -1.6253
H -2.1203 -0.6613 -0.4997
H -0.5399 -2.2529 0.7731
H 1.4392 -0.3276 -0.7286
H 2.4010 -1.4267 0.3834
H 0.6791 0.2600 2.2112



[4]
ORCA calculation (wB97M-V/def2-TZVPD) on a 13-piece molecular cluster, C16H31Cl25N overall.

Output
Lowest unoccupied orbital energy   -3.80 eV
Charge   +1

CARTESIAN COORDINATES (ANGSTROEM)
Cl -1.9520 -0.4297 1.0294
C -0.2608 -0.7220 0.7650
C 0.7363 0.2665 1.3505
C 0.7950 -0.3105 2.7861
C 0.8704 -1.7589 2.4627
N 0.2493 -1.9681 1.3670
H -0.0901 -0.8118 -0.3047
H 0.4559 1.3040 1.2796
H 1.7232 0.0956 0.9338
H -0.2180 -0.2391 3.2095
H 1.4770 0.1015 3.5164
H 1.3582 -2.5168 3.0547
H 0.1507 -2.9096 0.9840
C 1.2880 2.0386 -2.0744
Cl -0.1328 2.5920 -1.1735
Cl 2.7777 2.1476 -1.1197
H 1.1410 1.0034 -2.3592
H 1.3946 2.6579 -2.9573
C -3.8550 -2.1909 3.9106
Cl -5.2666 -1.7925 4.8874
Cl -2.3392 -1.7995 4.7520
H -3.8659 -3.2527 3.6936
H -3.8901 -1.6141 2.9925
C 1.9471 -5.7638 2.2902
Cl 0.9781 -4.9448 3.5236
Cl 1.4150 -5.3152 0.6597
H 2.9845 -5.4768 2.4060
H 1.8350 -6.8343 2.4132
C -5.0313 -2.7979 -0.5924
Cl -3.4488 -3.0600 -1.3476
Cl -4.8753 -2.5016 1.1473
H -5.4997 -1.9379 -1.0557
H -5.6410 -3.6793 -0.7427
C 5.0300 4.9284 -2.1111
Cl 4.0223 6.3377 -1.7613
Cl 6.7521 5.3080 -1.9685
H 4.7868 4.1437 -1.4072
H 4.8288 4.5973 -3.1227
C -8.4131 -4.7538 -2.7540
Cl -9.5182 -3.4234 -2.4135
Cl -6.7209 -4.2187 -2.7315
H -8.5416 -5.5184 -1.9975
H -8.6340 -5.1519 -3.7369
C -3.3668 -6.3764 0.2673
Cl -4.3718 -6.2943 1.7186
Cl -1.6912 -5.9037 0.5905
H -3.3715 -7.3955 -0.1004
H -3.7728 -5.7032 -0.4784
C 6.6524 4.0381 -5.7341
Cl 6.0284 4.9563 -7.1044
Cl 5.4634 2.8676 -5.1315
H 7.5365 3.4966 -6.0478
H 6.8953 4.7263 -4.9324
C 3.0209 3.7593 2.8959
Cl 1.7272 3.3901 1.7478
Cl 3.6321 2.2957 3.6834
H 3.8346 4.2310 2.3575
H 2.6327 4.4278 3.6548
C 0.1319 7.0286 -0.7835
Cl -1.1261 6.6078 -1.9576
Cl 0.7496 5.5947 0.0506
H 0.9505 7.5034 -1.3124
H -0.2861 7.7054 -0.0442
C 4.7322 -6.0157 -1.2257
Cl 5.3510 -7.4539 -2.0326
Cl 5.0067 -6.0748 0.5243
H 5.2405 -5.1453 -1.6230
H 3.6652 -5.9475 -1.4035
C -3.1845 7.8245 0.9309
Cl -1.9647 9.0775 1.2221
Cl -4.8115 8.5012 0.8499
H -2.9625 7.3383 -0.0114
H -3.1445 7.1115 1.7459



[5]
ORCA calculation (wB97M-V/def2-TZVPD) on a 3-piece molecular cluster, C26H46BF3N4O8 overall.

Output
ΔE to the lowest compared entry with this formula, charge and spin   232.1 kcal per mole
Lowest unoccupied orbital energy   -1.42 eV
Charge   0
2S+1   3
⟨S²⟩   2.010

CARTESIAN COORDINATES (ANGSTROEM)
C -3.6752 1.8921 -1.5584
C -2.6563 2.6046 -0.4453
O -3.3957 3.1367 0.7362
C -1.4492 1.5913 0.0315
C 0.0190 2.0798 -0.5647
N 0.4210 3.5388 -0.6858
C 1.8335 3.5854 -1.2253
C 2.6302 5.0011 -1.4465
O 2.3981 5.8483 -2.4719
O 3.6381 5.3919 -0.4151
C 2.2530 2.0213 -1.4806
C 3.6879 1.5309 -2.1118
F 3.8574 1.8633 -3.5613
F 3.8569 0.0374 -2.0061
F 4.7941 2.0987 -1.2557
N 1.0979 1.0921 -1.0516
O 1.0270 -0.2567 -1.0789
B 1.3845 -0.6521 0.3240
O 2.4974 -0.0023 1.0883
O 0.6041 -1.7096 1.0578
H -4.5392 1.2807 -1.0579
H -4.1758 2.7933 -2.1531
H -3.0203 1.2489 -2.2852
H -2.1992 3.5447 -1.0115
H -3.2151 2.5718 1.5450
H -1.3295 1.5152 1.2052
H -1.6542 0.5096 -0.3685
H -0.1797 4.3802 -0.4361
H 2.0086 0.5867 1.7651
H 1.0058 -2.6214 0.8538
C 1.7750 0.7238 7.2896
C 0.4025 0.5253 6.5923
C -0.6037 -0.0778 7.6058
C -0.3274 -1.5477 7.9073
C -0.2902 -2.3641 6.6181
C 0.6903 -1.8009 5.5547
N 0.5530 -0.3167 5.3558
O -0.5922 -0.1050 4.5641
C 2.1509 -2.1416 5.9505
C 0.4827 -2.6129 4.2307
C -0.0322 1.9929 6.2632
H 1.6949 1.4580 8.1018
H 2.1685 -0.1724 7.7625
H 2.5273 1.1000 6.5858
H -1.6264 0.0141 7.2223
H -0.5818 0.4881 8.5454
H 0.6103 -1.6593 8.4590
H -1.1176 -1.9410 8.5621
H -0.0252 -3.4012 6.8636
H -1.3070 -2.4007 6.2054
H 2.8682 -1.5934 5.3289
H 2.3610 -3.2100 5.8108
H 2.3789 -1.9492 6.9979
H -0.5490 -2.5699 3.8639
H 0.7037 -3.6767 4.3830
H 1.1466 -2.2501 3.4368
H 0.6491 2.4534 5.5363
H -0.0200 2.6182 7.1643
H -1.0515 2.0560 5.8656
C -1.0844 -1.8496 -7.7042
C -1.4665 -0.7235 -6.7066
C -0.3012 0.2947 -6.6137
C 0.8964 -0.2488 -5.8400
C 0.4707 -0.7247 -4.4535
C -0.7056 -1.7373 -4.4787
N -1.8365 -1.3029 -5.3694
O -2.5624 -0.3173 -4.6734
C -0.1929 -3.1307 -4.9277
C -1.1586 -1.9855 -2.9993
C -2.6821 -0.0349 -7.4133
H -0.9615 -1.4450 -8.7173
H -0.1392 -2.3389 -7.4835
H -1.8658 -2.6175 -7.7546
H -0.6426 1.2157 -6.1273
H 0.0281 0.5880 -7.6182
H 1.3775 -1.0605 -6.3929
H 1.6526 0.5417 -5.7350
H 1.3396 -1.1684 -3.9495
H 0.1922 0.1554 -3.8589
H -1.0263 -3.8094 -5.1421
H 0.4086 -3.6047 -4.1411
H 0.4630 -3.0988 -5.7966
H -1.4552 -1.0639 -2.4860
H -0.3415 -2.4118 -2.4041
H -1.9981 -2.6899 -2.9564
H -3.5361 -0.7202 -7.4877
H -2.4210 0.2738 -8.4329
H -3.0151 0.8735 -6.8986